[1]
{"formula": "C13H8Cl3CuN6O2Se", "method": "the ωB97M-V functional and the def2-TZVPD basis", "species": ["Se", "Cu", "Cl", "Cl", "Cl", "O", "O", "N", "N", "N", "N", "N", "N", "C", "C", "C", "C", "C", "C", "C", "C", "C", "C", "C", "C", "C", "H", "H", "H", "H", "H", "H", "H", "H"], "coordinates": [[-2.7475, -4.2363, -2.4238], [0.2202, -0.5817, -1.6419], [1.3078, 5.0170, -3.1987], [-1.2801, 4.6451, -1.8723], [1.1757, 4.7034, -0.2758], [0.4651, -0.5844, 0.2534], [2.0999, -0.8558, -1.6432], [-1.6179, -2.9238, -2.2258], [0.5230, 1.6663, -2.0766], [1.7636, -0.7100, 0.4824], [2.5780, -0.8373, -0.4586], [-1.7003, -0.6089, -1.8343], [-4.1265, -3.2026, -2.2364], [1.6430, -0.5832, 4.1511], [0.4624, 4.2317, -1.8414], [-2.4736, 0.4402, -1.6346], [3.5552, -0.6302, 2.1238], [2.1940, -0.6626, 1.8240], [-4.5285, -0.8128, -1.8253], [2.9925, -0.5831, 4.4636], [1.2363, -0.6212, 2.8312], [-3.8749, 0.3784, -1.6245], [0.5335, 2.8054, -1.9750], [3.9421, -0.5895, 3.4504], [-3.7323, -1.9522, -2.0362], [-2.2945, -1.8023, -2.0294], [3.3067, -0.5603, 5.4964], [0.1908, -0.6186, 2.5633], [-5.6046, -0.8944, -1.8130], [-4.4196, 1.2924, -1.4500], [-1.9675, 1.3833, -1.4810], [0.8991, -0.5390, 4.9316], [4.9910, -0.5455, 3.6938], [4.2877, -0.6282, 1.3339]], "atomic_forces_ev_per_a": [[-0.01, 0.33, 0.04], [0.69, 0.11, -0.14], [-0.23, -0.32, 0.44], [0.33, -0.02, 0.01], [-0.16, -0.16, -0.47], [-0.35, -0.04, -0.02], [-1.11, 0.11, -0.14], [1.14, 0.83, 0.13], [-0.10, -0.11, -0.08], [-0.59, 0.04, -1.11], [1.27, -0.15, 0.58], [0.30, 0.83, 0.16], [-1.38, 0.20, 0.05], [0.12, 0.02, 0.05], [-0.07, 1.53, 0.16], [0.33, -0.25, -0.11], [-0.23, -0.01, -0.07], [0.58, 0.06, 1.30], [0.03, 0.59, 0.14], [0.00, 0.06, 0.01], [-0.08, -0.04, -0.48], [-0.61, -0.31, -0.06], [0.13, -1.04, -0.15], [-0.12, 0.00, 0.00], [0.95, -0.73, -0.12], [-0.84, -1.50, -0.26], [0.03, 0.02, 0.06], [0.00, -0.02, 0.05], [-0.08, 0.03, -0.01], [-0.08, 0.04, 0.00], [-0.02, 0.03, 0.04], [-0.03, -0.05, 0.07], [0.13, -0.05, 0.02], [0.06, -0.02, -0.07]], "mulliken_charge": [0.451, -0.371, -0.059, -0.092, -0.066, -0.817, -0.292, -0.622, -0.223, 1.294, -0.270, 0.086, -0.728, -0.543, 0.678, 0.290, -0.316, 0.500, -0.426, -0.462, -0.377, -0.777, 0.024, -0.538, 0.542, 1.081, 0.392, 0.391, 0.479, 0.409, 0.157, 0.370, 0.388, 0.447], "multiplicity": 2, "homo_energy_ev": [-11.6617, -11.6285], "energy_ha": -6401.31892, "homo_lumo_gap_ev": [6.903, 6.643], "largest_force_ev_per_a": 1.74, "total_charge": 1}


[2]
{"formula": "C18H37B3NO4Si2", "method": "the ωB97M-V functional and the def2-TZVPD basis", "species": ["Si", "Si", "O", "O", "O", "O", "N", "C", "C", "C", "C", "C", "C", "C", "C", "C", "C", "C", "C", "C", "C", "C", "C", "C", "C", "B", "B", "B", "H", "H", "H", "H", "H", "H", "H", "H", "H", "H", "H", "H", "H", "H", "H", "H", "H", "H", "H", "H", "H", "H", "H", "H", "H", "H", "H", "H", "H", "H", "H", "H", "H", "H", "H", "H", "H"], "coordinates": [[2.0162, 0.0152, -0.3955], [4.0821, -0.0479, 1.7464], [-2.2353, -2.6177, 0.8510], [-3.6840, -1.2261, 2.0691], [-4.0950, 2.1559, 1.6177], [-3.0189, -0.5362, -0.0836], [3.2405, 0.7210, 0.5116], [1.3977, 1.2966, -1.6440], [-3.1517, -2.7177, -1.5213], [-3.5356, 4.5454, 1.9638], [-1.0330, -0.5537, -3.8182], [-3.0129, 1.2512, 1.8531], [0.5146, -0.5079, 0.6426], [-1.9855, -0.9647, -2.9279], [5.3473, 1.1758, 2.4479], [0.9287, -1.0723, -5.3096], [-1.2729, -3.1950, -3.1342], [-2.1362, 4.8290, 2.5747], [-4.1338, 3.2327, 2.5231], [-2.1163, -2.2825, -2.5622], [2.9798, -0.5849, 3.1938], [5.0539, -1.5690, 1.1666], [-0.1760, -1.4844, -4.3570], [-0.3085, -2.8053, -4.0290], [2.5901, -1.4904, -1.3929], [-3.2522, -0.1880, 1.2274], [-2.6208, -2.1403, 2.0774], [-2.8100, -1.9065, -0.2122], [6.0449, 1.4908, 1.6689], [3.5185, -1.2667, -1.9223], [2.3134, 0.2278, 3.4898], [-3.4959, 4.5426, 0.8734], [-1.7246, 3.9263, 3.0307], [0.5956, 0.8801, -2.2633], [-4.2006, 5.3674, 2.2477], [-4.1784, -2.5975, -1.8778], [1.6889, -1.8555, -5.3226], [1.8349, -1.7738, -2.1385], [-2.9578, -3.7748, -1.3232], [-2.1957, 5.5647, 3.3829], [-2.0597, 1.6896, 1.5160], [4.8432, 2.0600, 2.8439], [5.9256, 0.7187, 3.2607], [-5.1898, 3.4291, 2.7519], [-2.6215, -0.1974, -2.4983], [4.3929, -2.4136, 0.9601], [5.7650, -1.8941, 1.9373], [0.2199, 0.2969, 1.3217], [0.3433, -3.5601, -4.4553], [-1.3387, -4.2534, -2.8946], [-0.3412, -0.7350, -0.0065], [1.4211, -0.1736, -4.9228], [0.7236, -1.4045, 1.2306], [-0.9463, 0.4902, -4.0965], [1.0067, 2.1775, -1.1293], [2.3745, -1.4569, 2.9360], [3.5874, -0.8577, 4.0664], [-2.0902, -2.3931, 3.1059], [-2.8916, 1.1039, 2.9377], [2.2084, 1.6118, -2.3053], [2.7533, -2.3598, -0.7522], [-1.4351, 5.2220, 1.8362], [0.5641, -0.8484, -6.3153], [-3.6508, 3.0242, 3.4856], [5.6206, -1.3402, 0.2621]], "atomic_forces_ev_per_a": [[1.20, 1.02, 0.62], [-0.54, 1.04, -1.07], [-0.28, 0.56, 0.20], [1.26, 0.50, 0.39], [0.11, -0.46, 0.27], [0.10, -0.49, 0.52], [-0.24, -0.79, 0.20], [-0.36, -0.31, -0.20], [0.80, 0.16, -0.02], [0.53, 0.02, 0.74], [0.11, 0.21, -0.30], [0.31, 0.25, 0.17], [-0.42, -0.24, -0.37], [-0.67, 1.21, 0.29], [0.14, -0.38, 0.33], [0.08, 0.24, 0.59], [0.18, -1.20, 0.04], [-0.22, 0.17, -0.12], [-0.67, 1.14, -0.29], [-1.08, -0.27, 0.63], [0.38, -0.24, 0.34], [0.23, -0.17, 0.50], [1.18, 0.50, -1.33], [0.13, -0.59, -0.01], [-0.55, -0.17, -0.27], [-0.87, 0.41, -0.13], [-0.50, -0.17, -0.10], [-0.03, -0.70, -0.61], [-0.04, 0.02, -0.03], [0.03, 0.04, 0.07], [-0.02, 0.02, -0.07], [-0.07, -0.29, 0.07], [0.16, 0.02, -0.26], [-0.01, 0.09, -0.04], [-0.01, -0.07, -0.12], [0.10, 0.14, 0.01], [-0.05, 0.06, -0.31], [0.04, -0.07, -0.01], [-0.29, 0.04, 0.05], [-0.06, -0.04, -0.09], [-0.13, -0.13, -0.18], [-0.02, 0.01, -0.05], [0.06, 0.10, 0.01], [0.04, -0.26, -0.14], [-0.09, -0.20, 0.09], [-0.02, 0.01, -0.07], [0.02, -0.06, -0.05], [0.09, 0.04, 0.01], [0.08, 0.14, -0.02], [-0.14, 0.11, 0.15], [0.04, 0.01, 0.03], [-0.06, -0.04, -0.11], [0.03, 0.02, 0.05], [0.03, -0.02, 0.09], [0.06, 0.01, 0.03], [-0.06, 0.03, -0.03], [-0.07, -0.02, 0.04], [-0.01, -0.41, -0.04], [-0.10, -0.02, -0.10], [0.05, 0.01, 0.07], [0.07, 0.01, 0.02], [0.03, -0.12, 0.09], [0.04, -0.16, 0.03], [0.03, -0.35, -0.16], [-0.06, 0.04, -0.03]], "mulliken_charge": [-0.151, 0.139, -0.630, -0.418, -0.345, 0.068, -0.092, -0.684, -0.875, -0.359, -0.665, -0.257, -0.070, 0.084, -1.037, -1.594, -0.804, -1.113, -0.693, 0.545, -1.064, -1.075, 1.121, -0.628, -0.727, -0.108, 0.723, 0.417, 0.245, 0.271, 0.236, 0.322, 0.331, -0.050, 0.334, 0.335, 0.350, 0.018, 0.159, 0.322, 0.324, 0.246, 0.274, 0.339, 0.251, 0.321, 0.352, 0.253, 0.314, 0.276, -0.376, 0.317, 0.272, 0.372, 0.285, 0.292, 0.366, -0.147, 0.220, 0.248, 0.343, 0.293, 0.351, 0.382, 0.253], "homo_energy_ev": -3.4847, "energy_ha": -1717.71088, "homo_lumo_gap_ev": 5.875, "largest_force_ev_per_a": 1.85, "total_charge": -1}


[3]
{"formula": "C2H4O2P2", "method": "the ωB97M-V functional and the def2-TZVPD basis", "species": ["P", "P", "O", "O", "C", "C", "H", "H", "H", "H"], "coordinates": [[-0.3535, -1.1941, -0.1939], [1.9237, -1.7908, -1.1936], [1.3620, -1.5442, 0.3204], [-1.4158, -2.1291, 0.2988], [-0.3735, 2.4690, 1.3642], [0.3452, -1.5453, -1.8242], [-0.1389, -1.5895, -2.8411], [0.5798, 2.1999, 1.5501], [-1.0231, 2.8157, 2.0861], [-0.9057, 2.3084, 0.4331]], "atomic_forces_ev_per_a": [[0.84, -1.70, 0.19], [-2.29, 0.47, -0.35], [-1.16, 0.25, 0.02], [1.08, 1.10, -0.20], [-2.66, 0.16, -2.09], [0.84, -0.18, -1.03], [0.69, 0.12, 1.41], [2.87, -0.80, 0.43], [-0.84, 0.71, 1.79], [0.64, -0.12, -0.18]], "mulliken_charge": [0.509, 0.190, -0.354, -0.490, -0.895, -0.205, 0.340, 0.350, 0.296, 0.259], "homo_energy_ev": [-9.0381, -9.2561], "energy_ha": -911.67282, "homo_lumo_gap_ev": [6.733, 8.534], "largest_force_ev_per_a": 3.38, "relative_energy_kj_mol": 358.9}


Which formula does entry 2 have?
C18H37B3NO4Si2